[1]
47
Properties=species:S:1:pos:R:3 method="wB97M-V/def2-TZVPD" e_above_lowest_kj_mol=136.30 smiles="COc1cc(C(NC(C)=O)NC(C)=O)ccc1OCc1ccccc1" fmax_ha_per_bohr=0.01299 homo_ev=-8.159 multiplicity=1 orbital_gap_ha=0.321
C -0.34 -0.37 2.71
O 0.03 -1.45 1.90
C -0.03 -1.30 0.54
C -0.62 -0.20 -0.07
C -0.71 -0.09 -1.46
C -1.38 1.10 -2.09
N -2.81 0.98 -2.00
C -3.62 1.27 -3.06
C -5.09 1.24 -2.72
O -3.18 1.48 -4.17
N -0.93 2.37 -1.51
C -1.47 2.97 -0.42
C -0.84 4.31 -0.10
O -2.37 2.49 0.24
C -0.20 -1.11 -2.25
C 0.40 -2.21 -1.66
C 0.51 -2.32 -0.27
O 1.13 -3.46 0.15
C 1.74 -3.51 1.43
C 2.71 -2.39 1.69
C 2.93 -1.93 2.98
C 3.81 -0.89 3.21
C 4.50 -0.31 2.16
C 4.29 -0.76 0.87
C 3.41 -1.80 0.64
H -1.41 -0.13 2.61
H -0.14 -0.69 3.73
H 0.25 0.53 2.48
H -1.04 0.58 0.53
H -1.15 1.14 -3.16
H -3.19 0.98 -1.07
H -5.30 2.00 -1.97
H -5.67 1.43 -3.61
H -5.35 0.27 -2.31
H -0.19 2.84 -1.99
H 0.23 4.20 0.05
H -1.01 5.00 -0.92
H -1.29 4.71 0.80
H -0.28 -1.05 -3.32
H 0.80 -3.01 -2.25
H 0.98 -3.54 2.22
H 2.27 -4.47 1.42
H 2.39 -2.38 3.80
H 3.97 -0.54 4.22
H 5.19 0.50 2.35
H 4.82 -0.31 0.05
H 3.25 -2.16 -0.37

=====

[2]
52
Properties=species:S:1:pos:R:3 method="wB97M-V/def2-TZVPD" e_above_lowest_kj_mol=230.87 smiles="CN(CCO)S(=O)(=O)c1ccc2c(c1)C(=O)c1cc(S(=O)(=O)N(C)CCO)ccc1-2" fmax_ha_per_bohr=0.02100 homo_ev=-9.372 multiplicity=1 orbital_gap_ha=0.293
C -5.26 -0.67 -2.10
N -5.45 -0.71 -0.67
C -6.75 -1.17 -0.20
C -7.86 -0.09 -0.24
O -8.12 0.46 1.01
S -4.82 0.64 0.11
O -5.37 0.69 1.43
O -4.91 1.81 -0.72
C -3.10 0.14 0.22
C -2.77 -0.82 1.15
C -1.46 -1.26 1.28
C -0.50 -0.71 0.45
C -0.85 0.27 -0.50
C -2.15 0.71 -0.62
C 0.36 0.68 -1.26
O 0.44 1.51 -2.13
C 1.46 -0.14 -0.68
C 2.80 -0.18 -1.01
C 3.61 -1.05 -0.29
S 5.38 -1.06 -0.62
O 5.93 -2.26 -0.08
O 5.59 -0.76 -2.00
N 5.97 0.22 0.27
C 5.87 0.05 1.70
C 5.72 1.53 -0.26
C 6.83 2.52 0.10
O 6.76 2.99 1.43
C 3.12 -1.85 0.71
C 1.76 -1.83 1.04
C 0.94 -0.97 0.34
H -5.44 -1.66 -2.51
H -5.92 0.06 -2.59
H -4.23 -0.38 -2.29
H -6.63 -1.49 0.84
H -7.02 -2.04 -0.81
H -7.57 0.69 -0.96
H -8.80 -0.53 -0.57
H -7.28 0.77 1.39
H -3.55 -1.21 1.79
H -1.20 -2.01 2.01
H -2.44 1.47 -1.32
H 3.21 0.42 -1.80
H 4.85 0.26 2.06
H 6.14 -0.97 1.93
H 6.57 0.73 2.19
H 4.75 1.92 0.09
H 5.69 1.42 -1.35
H 7.80 2.02 0.01
H 6.80 3.37 -0.60
H 5.95 3.48 1.55
H 3.80 -2.52 1.22
H 1.38 -2.46 1.82